# 1
114
Properties=species:S:1:pos:R:3:forces:R:3 method="wB97M-V/def2-TZVPD" total_charge=-1 gap_ev=5.0433 multiplicity=1
N -4.235 -5.176 -21.587 -1.4 0.2 2.0
H -4.611 -4.425 -20.966 0.6 -0.6 -0.3
H -3.814 -5.934 -21.029 0.4 0.6 -0.6
H -3.661 -4.716 -22.287 0.2 -0.8 -0.4
H -5.086 -5.592 -22.025 0.7 0.3 -1.0
C -6.743 -5.635 -25.670 1.4 -0.3 2.6
C -5.762 -5.634 -24.623 -0.9 1.1 -2.8
C -4.266 -5.560 -25.059 0.0 0.3 -0.9
O -3.411 -5.511 -24.142 0.3 -0.3 0.3
C -3.967 -5.420 -26.443 -0.7 -0.5 2.9
C -4.984 -5.456 -27.403 1.5 1.1 -3.2
C -6.448 -5.563 -27.037 -2.0 -1.2 0.0
O -7.391 -5.691 -27.850 1.4 0.5 -0.3
O -4.648 -5.287 -28.605 -1.0 -0.4 0.7
O -6.067 -5.478 -23.420 -0.3 -0.6 1.1
H -7.769 -5.788 -25.356 -0.1 0.2 -0.1
H -2.931 -5.311 -26.725 0.0 -0.1 -0.3
C -1.314 -5.472 -18.358 0.1 -0.6 -2.1
C -1.493 -6.105 -16.994 -0.1 0.3 0.8
C -2.998 -6.240 -16.720 -0.5 0.2 -0.9
S -3.823 -4.856 -17.637 1.4 0.6 -0.4
O -4.156 -3.749 -16.758 -0.5 -0.6 0.0
O -4.770 -5.392 -18.589 0.0 0.0 0.7
C -2.311 -4.326 -18.516 0.1 -0.2 0.9
H -1.415 -6.238 -19.137 -0.7 0.0 0.1
H -0.321 -5.117 -18.647 0.2 0.2 0.8
H -1.002 -5.470 -16.252 -0.2 -0.1 0.2
H -1.088 -7.113 -16.910 0.4 0.1 -0.2
H -3.333 -6.310 -15.689 0.1 0.4 0.1
H -3.368 -7.124 -17.243 -0.1 0.0 -0.1
H -1.885 -3.511 -17.926 -0.4 0.2 0.1
H -2.560 -3.928 -19.497 0.0 -0.5 -0.2
C -1.863 -0.470 -24.406 0.7 1.6 -0.8
C -2.185 -1.636 -25.338 0.1 -1.2 -0.6
C -2.476 -2.922 -24.536 0.1 1.6 0.6
S -1.474 -2.698 -23.014 -1.0 -0.3 -1.9
O -0.115 -3.029 -23.409 -0.3 0.1 0.9
O -2.141 -3.321 -21.878 0.9 0.5 0.0
C -1.598 -0.873 -22.965 -0.6 -0.8 0.8
H -2.639 0.288 -24.533 -0.4 -0.3 0.8
H -1.035 0.120 -24.811 0.4 -0.5 0.1
H -1.409 -1.850 -26.075 0.3 0.2 0.3
H -3.057 -1.397 -25.945 -0.1 -0.1 0.1
H -2.218 -3.882 -24.973 -0.1 0.1 0.0
H -3.538 -2.865 -24.295 0.1 -0.6 0.4
H -0.718 -0.516 -22.431 0.3 0.1 -0.6
H -2.418 -0.621 -22.292 -0.3 -0.2 -0.2
C -8.742 -5.438 -21.769 1.3 0.5 0.2
C -7.704 -5.735 -20.656 -0.4 -0.1 0.5
C -8.251 -5.128 -19.364 -1.0 -0.2 -0.3
S -10.048 -5.427 -19.460 0.0 0.3 -0.7
O -10.681 -4.119 -19.316 0.0 -0.8 -0.1
O -10.502 -6.537 -18.644 0.2 0.3 -0.1
C -10.052 -5.923 -21.247 -0.8 0.4 0.8
H -8.449 -5.842 -22.737 0.0 -0.2 0.1
H -8.777 -4.355 -21.922 0.0 0.0 0.0
H -6.709 -5.335 -20.805 0.0 -0.1 -0.4
H -7.665 -6.812 -20.471 0.3 -0.1 -0.3
H -8.216 -4.041 -19.373 0.3 0.0 0.2
H -7.903 -5.573 -18.436 0.2 0.1 0.0
H -10.895 -5.388 -21.680 -0.1 -0.3 0.0
H -10.172 -7.003 -21.310 -0.1 0.0 0.1
C -7.682 -1.616 -23.201 0.2 -0.4 0.3
C -6.207 -1.933 -23.036 -0.2 -0.7 -0.8
O -5.589 -1.032 -22.077 0.0 -0.1 0.5
P -5.426 -1.513 -20.582 -0.3 -0.1 0.5
O -5.023 -2.924 -20.393 -0.3 1.1 0.3
O -4.384 -0.455 -20.003 -0.4 -0.4 -0.2
C -3.186 -0.890 -19.333 0.2 -0.5 0.3
C -2.725 0.292 -18.518 -0.1 0.6 -0.3
O -6.813 -1.149 -19.844 0.9 0.1 -1.3
C -6.997 -1.418 -18.457 0.6 0.0 1.0
C -6.471 -0.315 -17.531 -0.4 0.0 -0.9
H -8.130 -2.179 -24.020 0.3 -0.2 0.0
H -8.186 -1.924 -22.283 -0.3 0.4 0.0
H -7.813 -0.559 -23.423 -0.1 0.0 0.2
H -6.009 -2.968 -22.745 -0.3 0.0 0.2
H -5.703 -1.857 -24.001 0.3 0.6 0.2
H -3.366 -1.760 -18.695 -0.5 0.2 0.1
H -2.481 -1.283 -20.067 0.2 0.4 -0.2
H -1.779 0.137 -18.003 -0.1 -0.2 0.0
H -2.638 1.177 -19.154 0.3 -0.1 -0.2
H -3.507 0.582 -17.817 0.1 -0.3 0.3
H -8.073 -1.502 -18.314 0.0 -0.2 -0.1
H -6.468 -2.328 -18.158 -0.4 -0.3 -0.3
H -7.073 -0.390 -16.626 0.2 0.3 0.2
H -5.410 -0.401 -17.314 0.0 -0.2 0.1
H -6.635 0.636 -18.042 -0.1 0.1 0.3
C -5.734 -10.908 -17.972 -0.4 0.5 -0.1
C -4.465 -10.119 -18.188 0.8 -0.9 -1.0
O -4.679 -9.241 -19.311 1.0 0.6 -0.2
P -3.590 -9.003 -20.481 -1.8 -1.1 -0.6
O -3.365 -7.597 -20.813 0.3 -0.3 0.3
O -4.175 -9.903 -21.669 0.9 -0.1 0.4
C -5.022 -9.452 -22.750 -0.1 2.0 0.7
C -6.412 -9.159 -22.184 -0.7 -0.9 -0.3
O -2.340 -9.854 -20.030 0.1 0.4 0.3
C -1.042 -9.652 -20.623 0.6 -0.5 0.1
C -0.844 -10.542 -21.823 -0.1 0.0 -0.9
H -6.593 -10.237 -17.902 0.1 0.0 0.4
H -5.946 -11.506 -18.859 0.3 -0.1 0.0
H -5.676 -11.563 -17.104 0.0 0.1 0.1
H -4.014 -9.568 -17.360 -0.7 0.2 0.2
H -3.678 -10.809 -18.501 0.0 -0.2 0.2
H -4.623 -8.500 -23.115 0.2 -0.1 -0.1
H -4.926 -10.169 -23.559 -0.3 -0.2 0.2
H -6.990 -8.423 -22.743 0.3 0.0 -0.3
H -7.002 -10.081 -22.157 -0.1 0.0 0.0
H -6.385 -8.804 -21.155 0.4 0.1 0.0
H -0.842 -8.597 -20.808 -0.4 0.0 -0.2
H -0.311 -9.973 -19.879 -0.2 0.1 0.3
H 0.179 -10.452 -22.193 0.1 0.0 0.2
H -1.033 -11.593 -21.602 0.1 0.0 0.3
H -1.485 -10.304 -22.674 -0.1 0.3 0.2

# 2
92
Properties=species:S:1:pos:R:3:forces:R:3 method="wB97M-V/def2-TZVPD" total_charge=-1 gap_ev="4.6060 / 6.5971" s2=0.78 relative_energy_kcal_mol=12.0 multiplicity=2
Ti 0.739 -0.349 -0.559 0.1 0.5 -0.1
N 1.446 0.489 -2.442 0.2 -0.1 0.1
C 2.419 -0.355 -3.103 0.0 0.1 0.0
C 2.876 -0.131 -4.392 0.0 0.0 0.0
C 3.871 -0.960 -4.899 0.0 0.0 0.0
C 4.416 -1.966 -4.115 0.0 0.0 0.0
C 3.967 -2.205 -2.806 0.0 0.0 0.0
C 4.496 -3.195 -1.933 0.0 0.0 0.0
C 3.969 -3.287 -0.640 0.0 0.0 0.0
C 2.920 -2.494 -0.248 0.0 0.0 0.0
N 2.333 -1.578 -1.083 0.2 -0.2 0.0
C 2.909 -1.394 -2.321 0.0 0.0 0.1
H 0.759 0.867 -3.086 0.0 0.0 0.0
H 1.915 1.313 -2.048 -0.1 -0.1 -0.2
H 2.474 0.687 -4.978 0.0 0.0 0.0
H 4.235 -0.803 -5.907 0.0 0.0 0.0
H 5.209 -2.590 -4.512 0.0 0.0 0.0
H 5.309 -3.829 -2.260 0.0 0.0 0.0
H 4.373 -3.997 0.070 0.0 0.0 0.0
H 2.493 -2.576 0.744 0.0 0.0 0.0
C -1.876 1.200 5.507 0.1 0.0 0.0
C -1.998 1.517 4.019 -0.1 0.0 -0.1
S -1.284 0.353 2.845 0.1 -0.1 0.0
C -2.312 -1.118 3.057 0.0 0.1 0.0
C -1.945 -2.037 4.216 -0.1 -0.1 0.0
S -0.256 -2.668 4.268 0.0 0.0 0.0
C 0.718 -1.283 4.909 0.1 -0.1 0.1
C 0.220 -0.649 6.215 0.1 0.0 0.0
S -0.185 1.120 6.158 -0.1 0.0 0.0
H -2.397 0.280 5.767 0.0 0.0 0.0
H -2.369 1.998 6.067 0.0 0.0 0.0
H -1.483 2.455 3.803 0.0 0.0 0.0
H -3.055 1.666 3.770 0.0 0.0 0.0
H -2.214 -1.659 2.114 0.0 0.0 0.0
H -3.360 -0.811 3.142 0.0 0.0 0.0
H -2.560 -2.940 4.157 0.0 0.0 0.0
H -2.177 -1.581 5.176 0.0 0.0 0.0
H 0.870 -0.532 4.140 0.0 0.0 0.0
H 1.680 -1.768 5.089 0.0 0.1 0.0
H 1.025 -0.664 6.951 0.0 -0.1 0.0
H -0.605 -1.202 6.665 0.0 0.0 0.0
C -0.318 -3.861 0.623 0.1 0.0 0.0
Si -0.343 -2.760 -0.924 0.0 0.1 0.1
C 0.596 -3.738 -2.249 0.1 0.0 -0.1
C -2.108 -2.862 -1.604 0.0 -0.1 0.0
C -2.786 -4.068 -1.826 0.0 0.0 0.0
C -4.031 -4.083 -2.433 0.0 0.1 0.0
C -4.617 -2.883 -2.838 0.0 0.0 0.0
C -3.955 -1.686 -2.619 0.0 0.0 0.0
C -2.699 -1.662 -1.999 0.0 0.0 -0.1
Si -1.786 -0.077 -1.500 0.1 0.0 0.2
C -3.108 0.666 -0.347 0.0 0.0 0.1
C -1.774 1.028 -3.045 0.0 0.0 -0.1
H -0.636 -4.870 0.341 0.0 0.0 0.0
H -0.993 -3.491 1.398 0.0 0.0 0.0
H 0.677 -3.929 1.071 -0.1 0.0 0.0
H 0.030 -4.652 -2.462 0.0 0.0 0.0
H 1.604 -4.016 -1.937 0.0 0.0 0.0
H 0.676 -3.176 -3.184 0.0 0.0 0.0
H -2.332 -5.011 -1.529 0.0 0.0 0.0
H -4.546 -5.022 -2.601 0.0 0.0 0.0
H -5.589 -2.890 -3.320 0.0 0.0 0.0
H -4.428 -0.757 -2.929 0.0 0.0 0.0
H -4.042 0.747 -0.914 0.0 0.0 0.0
H -2.847 1.648 0.048 0.0 0.0 0.0
H -3.301 0.000 0.500 0.0 0.0 0.0
H -2.806 1.204 -3.365 0.0 0.0 0.0
H -1.263 0.531 -3.878 0.0 0.0 0.0
H -1.300 2.001 -2.891 0.0 0.0 0.0
O 0.534 4.805 -4.083 0.0 0.0 0.0
S 1.223 4.758 -2.823 0.0 0.0 0.0
O 2.606 5.142 -2.796 0.0 0.0 0.0
N 1.016 3.291 -2.118 0.0 0.0 0.1
C 0.317 3.366 -1.014 0.0 0.1 0.1
S -0.153 2.106 0.003 0.0 0.1 0.0
C -0.134 4.761 -0.664 0.1 -0.1 -0.1
C -0.897 5.194 0.408 0.0 0.0 0.0
C -1.189 6.548 0.501 0.0 0.0 0.0
C -0.729 7.450 -0.457 0.0 0.0 0.0
C 0.033 7.015 -1.533 0.0 0.0 0.0
C 0.312 5.664 -1.607 0.0 0.1 0.1
H -1.252 4.480 1.140 0.0 0.0 0.0
H -1.785 6.911 1.329 0.0 0.0 0.0
H -0.971 8.501 -0.363 0.0 0.0 0.0
H 0.393 7.705 -2.286 0.0 0.0 0.0
C 3.357 1.152 2.785 0.0 0.0 0.0
O 2.207 0.373 2.420 0.0 0.0 0.0
C 1.960 0.285 1.108 -0.3 -0.2 0.0
O 2.700 0.814 0.287 -0.1 0.1 0.0
H 3.386 1.144 3.872 0.0 0.0 0.0
H 3.260 2.170 2.413 0.0 0.0 0.0
H 4.264 0.713 2.373 0.0 0.0 0.0

# 3
24
Properties=species:S:1:pos:R:3:forces:R:3 method="wB97M-V/def2-TZVPD" total_charge=-1 gap_ev="2.5380 / 9.3552" s2=0.75 relative_energy_kcal_mol=24.6 multiplicity=2
C 0.141 2.774 -1.720 -1.0 1.2 -0.1
C 1.834 -0.630 -2.263 -1.3 -0.6 0.2
C 0.351 1.312 -1.640 1.4 -3.1 -0.2
O -0.342 0.538 -0.983 -0.6 0.8 0.3
N 1.460 0.760 -2.243 0.0 1.6 -0.7
H -0.497 2.996 -0.866 0.1 0.2 0.1
H 1.833 1.264 -3.040 0.1 0.3 0.3
H 1.010 -1.256 -2.642 0.2 0.1 -0.3
H 1.027 3.402 -1.701 0.4 -0.3 0.2
H -0.420 3.155 -2.591 0.1 -0.7 0.0
H 2.717 -0.743 -2.889 0.1 0.0 0.1
H 1.985 -1.056 -1.270 0.4 0.4 0.1
C -1.937 -2.413 1.212 0.1 -0.6 0.9
C 0.131 0.356 2.652 0.2 0.0 0.9
C -1.066 -0.593 2.556 1.9 0.6 -1.9
O -2.116 -0.455 3.129 -0.8 -0.1 0.5
N -0.810 -1.614 1.667 -1.2 -0.2 0.3
H 0.005 -1.655 1.081 0.1 0.6 0.1
H -1.573 -3.166 0.504 -0.2 0.3 0.0
H 0.455 0.364 3.702 0.1 -0.2 -0.2
H -2.355 -2.948 2.077 0.1 0.0 -0.2
H -2.759 -1.806 0.831 0.2 0.1 -0.4
H 0.928 -0.007 2.016 0.3 0.0 0.0
H -0.001 1.422 2.422 -0.7 -0.5 -0.3